C3H6ClF3NO4 | ωB97M-V/def2-TZVPD

The geometry in XYZ format:
```
18
Properties=species:S:1:pos:R:3:lowdin_charge:R:1
O 0.645 -0.517 0.263 0.049
C 1.112 0.425 -0.330 -0.636
N 0.542 1.648 -0.516 0.142
C -0.649 1.920 0.270 -0.132
O -1.838 1.890 -0.502 0.085
C -2.373 0.666 -0.726 -0.690
F -1.599 -0.073 -1.555 0.154
F -2.543 -0.033 0.409 0.164
F -3.560 0.833 -1.310 0.194
O 2.344 0.342 -0.952 -0.436
Cl 3.480 -0.249 0.130 0.769
H 0.434 1.902 -1.491 0.175
H -0.576 2.934 0.632 0.147
H -0.702 1.284 1.139 0.138
O 1.505 -3.333 0.975 0.334
H 1.915 -3.482 1.848 0.199
H 1.170 -2.404 0.873 0.143
H 0.792 -3.977 0.800 0.200
```

Summary:
multiplicity	1
LUMO level	-4.67	eV
E_HOMO	-0.5266	Ha
electronic energy	-33554.2209	eV
total charge	+1

---

C64H64AsCsN2O6S | ωB97M-V/def2-TZVPD

The geometry in XYZ format:
```
139
Properties=species:S:1:pos:R:3:lowdin_charge:R:1
Cs 0.530 -0.511 0.058 1.527
C -4.920 -0.049 1.165 -0.052
C -4.545 -0.865 -0.030 -0.264
C -3.872 -0.283 -1.098 0.007
C -3.504 -1.021 -2.205 -0.243
C -2.715 -0.388 -3.310 -0.031
C -3.836 -2.374 -2.252 -0.007
C -4.520 -2.977 -1.211 -0.272
C -4.859 -4.437 -1.235 -0.062
C -4.860 -2.212 -0.100 -0.028
H -4.086 0.560 1.502 0.064
H -5.234 -0.690 1.985 0.070
H -5.733 0.642 0.936 0.086
H -3.601 0.754 -1.042 0.089
H -1.683 -0.681 -3.215 0.052
H -2.775 0.696 -3.263 0.073
H -3.078 -0.702 -4.292 0.082
H -3.541 -2.956 -3.113 0.115
H -5.819 -4.626 -0.758 0.069
H -4.110 -5.018 -0.698 0.075
H -4.902 -4.819 -2.253 0.070
H -5.383 -2.674 0.732 0.113
O 0.247 -1.524 -2.383 -0.527
S 1.119 -2.695 -2.361 0.520
O 2.314 -2.626 -3.177 -0.306
N 1.307 -3.164 -0.898 -0.206
C 2.140 -4.193 -0.613 -0.277
C 2.751 -5.031 -1.511 -0.036
C 3.557 -6.106 -1.099 -0.097
C 3.797 -6.366 0.216 -0.084
C 3.215 -5.507 1.186 -0.175
C 3.467 -5.680 2.568 -0.044
C 2.927 -4.813 3.466 -0.073
C 2.109 -3.773 2.962 -0.164
N 1.837 -3.596 1.705 0.135
C 2.392 -4.441 0.791 -0.143
C 0.125 -3.959 -3.158 -0.255
C 0.291 -4.221 -4.507 -0.059
C -0.495 -5.177 -5.130 -0.097
C -1.429 -5.893 -4.403 -0.110
C -1.576 -5.643 -3.047 -0.095
C -0.812 -4.669 -2.427 -0.057
H 2.649 -4.861 -2.573 0.093
H 3.998 -6.729 -1.868 0.095
H 4.428 -7.183 0.538 0.090
H 4.100 -6.501 2.886 0.103
H 3.104 -4.896 4.532 0.091
H 1.669 -3.063 3.662 0.061
H 1.045 -3.678 -5.051 0.108
H -0.361 -5.371 -6.187 0.093
H -2.030 -6.651 -4.884 0.089
H -2.287 -6.207 -2.465 0.090
H -0.914 -4.474 -1.373 0.115
C 0.730 5.106 -3.181 0.014
C 0.551 3.611 -3.004 -0.582
C 0.038 2.931 -4.271 0.023
O 1.775 3.068 -2.579 -0.018
C 1.454 1.866 -1.877 -0.150
C 0.108 2.274 -1.127 -0.182
O -0.354 3.383 -1.927 -0.063
C -0.099 2.643 0.376 -0.519
O 0.092 1.559 1.146 -0.560
C -1.576 3.093 0.567 -0.099
C -2.585 2.999 -0.375 -0.041
C -3.899 3.326 -0.054 -0.111
C -4.232 3.741 1.219 -0.126
C -3.229 3.832 2.180 -0.090
C -1.927 3.522 1.848 -0.032
C 0.746 3.845 0.839 -0.122
C 0.633 5.122 0.312 -0.036
C 1.321 6.183 0.873 -0.097
C 2.119 5.990 1.992 -0.122
C 2.230 4.720 2.535 -0.098
C 1.549 3.657 1.958 -0.032
C 2.803 1.206 -1.355 -0.511
O 2.591 -0.059 -0.953 -0.532
C 3.507 2.054 -0.284 -0.133
C 3.900 3.370 -0.499 -0.051
C 4.677 4.030 0.439 -0.101
C 5.084 3.381 1.598 -0.131
C 4.670 2.080 1.829 -0.092
C 3.876 1.432 0.897 -0.018
C 3.708 1.151 -2.600 -0.100
C 5.005 1.625 -2.635 -0.024
C 5.816 1.416 -3.742 -0.106
C 5.337 0.727 -4.840 -0.128
C 4.039 0.227 -4.806 -0.086
C 3.246 0.429 -3.698 -0.021
H 1.359 5.319 -4.041 0.084
H 1.190 5.523 -2.294 0.070
H -0.239 5.574 -3.340 0.088
H 0.758 3.050 -5.079 0.088
H -0.910 3.377 -4.578 0.085
H -0.133 1.871 -4.119 0.080
H 1.105 1.119 -2.604 0.110
H -0.574 1.421 -1.283 0.086
H -2.352 2.694 -1.383 0.099
H -4.666 3.246 -0.817 0.097
H -5.257 3.984 1.471 0.086
H -3.464 4.143 3.191 0.095
H -1.156 3.593 2.602 0.120
H -0.031 5.284 -0.528 0.106
H 1.218 7.173 0.443 0.089
H 2.649 6.825 2.440 0.086
H 2.858 4.541 3.399 0.096
H 1.603 2.651 2.348 0.110
H 3.604 3.874 -1.407 0.117
H 4.963 5.062 0.264 0.095
H 5.699 3.899 2.326 0.087
H 4.958 1.567 2.742 0.093
H 3.540 0.419 1.063 0.109
H 5.409 2.160 -1.786 0.103
H 6.832 1.789 -3.734 0.086
H 5.968 0.557 -5.702 0.080
H 3.654 -0.357 -5.631 0.094
H 2.279 -0.042 -3.652 0.096
C -0.360 -1.715 5.132 -0.337
As -0.474 -1.061 3.280 1.113
C -2.103 -2.048 2.806 -0.300
C -1.283 0.679 3.670 -0.356
C -2.297 0.689 4.748 -0.304
C -1.955 0.959 6.069 -0.073
C -2.910 0.954 7.072 -0.105
C -4.235 0.679 6.775 -0.120
C -4.591 0.409 5.461 -0.090
C -3.634 0.413 4.463 -0.054
H -1.225 -1.406 5.731 0.010
H 0.557 -1.354 5.601 0.017
H -0.325 -2.804 5.099 0.008
H -2.885 -1.943 3.564 0.018
H -1.821 -3.098 2.700 0.021
H -2.476 -1.701 1.838 0.010
H -1.675 1.009 2.708 0.050
H -0.446 1.354 3.861 0.075
H -0.924 1.181 6.309 0.113
H -2.615 1.173 8.090 0.092
H -4.982 0.679 7.555 0.086
H -5.624 0.203 5.204 0.097
H -3.919 0.215 3.444 0.065
```

Summary:
multiplicity	1
LUMO level	3.56	eV
E_HOMO	-0.0705	Ha
electronic energy	-154894.0345	eV
total charge	-2

---

C52H79BCsN8P2S3 | ωB97M-V/def2-TZVPD

The geometry in XYZ format:
```
146
Properties=species:S:1:pos:R:3:lowdin_charge:R:1
Cs 1.418 1.519 1.157 0.636
C -3.075 1.482 -2.513 -0.054
C -2.248 0.244 -2.548 -0.239
C -1.797 -0.306 -3.692 0.045
C -0.952 -1.473 -3.671 -0.219
N -0.630 -2.058 -2.577 0.156
N -1.116 -1.546 -1.396 0.044
B -0.741 -2.383 -0.287 -0.525
N 0.360 -3.381 -0.437 0.009
N -0.094 -4.621 -0.151 0.195
C 0.733 -5.609 -0.219 -0.212
C 2.100 -5.395 -0.580 0.057
C 2.560 -4.156 -0.860 -0.239
C 3.981 -3.883 -1.220 -0.061
C 1.628 -3.051 -0.787 -0.656
S 2.035 -1.464 -1.076 0.733
C 0.215 -6.999 0.104 -0.553
C 0.380 -7.885 -1.139 -0.043
C 1.031 -7.578 1.267 -0.041
C -1.258 -6.950 0.499 -0.060
N -1.660 -2.584 0.863 -0.017
N -2.929 -2.786 0.437 0.177
C -3.859 -2.877 1.324 -0.223
C -3.553 -2.787 2.721 0.059
C -2.284 -2.620 3.148 -0.243
C -1.926 -2.489 4.590 -0.066
C -1.241 -2.497 2.148 -0.682
S 0.360 -2.208 2.513 0.718
C -5.291 -3.028 0.844 -0.551
C -6.089 -1.811 1.333 -0.035
C -5.349 -3.083 -0.680 -0.055
C -5.886 -4.316 1.426 -0.044
C -1.846 -0.365 -1.281 -0.606
S -2.205 0.327 0.161 0.847
C -0.420 -2.063 -4.968 -0.543
C 0.429 -1.008 -5.689 -0.036
C -1.611 -2.461 -5.849 -0.045
C 0.442 -3.293 -4.693 -0.057
H -3.380 1.764 -3.521 0.085
H -2.500 2.297 -2.062 0.075
H -3.953 1.345 -1.880 0.076
H -2.046 0.152 -4.640 0.119
H 2.781 -6.236 -0.610 0.119
H 4.577 -4.792 -1.148 0.080
H 4.396 -3.119 -0.562 0.079
H 4.045 -3.487 -2.235 0.084
H 1.427 -7.984 -1.431 0.078
H -0.170 -7.470 -1.985 0.091
H -0.006 -8.886 -0.936 0.085
H 2.093 -7.647 1.030 0.076
H 0.678 -8.585 1.500 0.086
H 0.921 -6.961 2.160 0.093
H -1.871 -6.527 -0.297 0.082
H -1.408 -6.337 1.389 0.083
H -1.605 -7.964 0.709 0.084
H -4.357 -2.841 3.445 0.120
H -2.796 -2.671 5.219 0.080
H -1.540 -1.487 4.786 0.090
H -1.125 -3.181 4.851 0.073
H -5.659 -0.888 0.942 0.091
H -6.104 -1.742 2.422 0.079
H -7.123 -1.885 0.990 0.087
H -4.941 -2.173 -1.122 0.082
H -6.389 -3.189 -0.993 0.085
H -4.776 -3.924 -1.071 0.082
H -5.881 -4.313 2.517 0.076
H -5.326 -5.190 1.086 0.087
H -6.922 -4.426 1.099 0.085
H -0.134 -0.095 -5.891 0.080
H 0.778 -1.408 -6.644 0.087
H 1.297 -0.735 -5.090 0.082
H -2.213 -1.597 -6.133 0.078
H -2.259 -3.171 -5.330 0.090
H -1.250 -2.932 -6.765 0.084
H 1.296 -3.038 -4.065 0.073
H 0.807 -3.692 -5.641 0.084
H -0.126 -4.070 -4.180 0.081
C 4.932 -0.458 4.152 -0.323
P 4.154 1.039 3.380 0.762
C 3.550 1.823 4.929 -0.307
C 5.715 2.009 3.046 -0.439
C 5.505 3.094 1.974 -0.441
P 3.804 3.810 2.168 0.755
C 4.176 5.175 3.344 -0.271
C 3.680 4.785 0.608 -0.275
H 5.630 -0.200 4.954 0.032
H 5.467 -1.030 3.392 0.022
H 4.148 -1.096 4.563 0.024
H 4.377 2.005 5.621 0.038
H 2.832 1.152 5.404 0.034
H 3.018 2.749 4.707 -0.005
H 6.482 1.296 2.732 0.065
H 6.054 2.448 3.990 0.068
H 5.523 2.630 0.985 0.024
H 6.297 3.850 1.993 0.075
H 4.851 5.905 2.891 0.035
H 4.646 4.768 4.242 0.031
H 3.246 5.660 3.641 0.025
H 4.632 5.281 0.399 0.038
H 2.894 5.535 0.701 0.037
H 3.420 4.136 -0.230 0.008
C -2.564 3.698 1.892 -0.040
C -2.081 4.146 0.538 -0.287
C -2.670 5.248 -0.096 -0.061
C -2.185 5.660 -1.333 -0.309
C -2.812 6.846 -2.026 -0.075
C -1.140 4.991 -1.956 -0.023
C -0.517 3.845 -1.370 -0.346
C -1.051 3.487 -0.093 -0.119
N 0.477 3.071 -1.821 0.031
C 0.997 3.144 -3.169 -0.652
C -0.048 3.258 -4.302 -0.052
C 2.020 4.285 -3.315 -0.049
C 1.726 1.812 -3.381 -0.079
H -3.488 4.211 2.166 0.071
H -1.816 3.905 2.659 0.052
H -2.758 2.622 1.906 0.044
H -3.479 5.788 0.385 0.093
H -3.328 7.491 -1.313 0.064
H -3.544 6.524 -2.772 0.069
H -2.060 7.444 -2.545 0.067
H -0.774 5.388 -2.893 0.077
H -0.603 2.610 0.348 -0.088
H -0.352 4.283 -4.502 0.058
H -0.945 2.684 -4.050 0.063
H 0.368 2.857 -5.232 0.068
H 1.549 5.241 -3.074 0.071
H 2.429 4.343 -4.330 0.073
H 2.846 4.131 -2.619 0.061
H 1.003 0.992 -3.358 0.054
H 2.429 1.660 -2.562 0.035
H 2.272 1.787 -4.331 0.079
N 4.563 0.662 -1.431 0.056
C 5.256 1.595 -1.442 -0.045
H 3.981 -0.163 -1.428 -0.057
C -0.796 5.234 5.221 -0.151
C -0.261 5.819 4.078 -0.142
C 0.509 5.057 3.204 -0.225
C 0.816 3.691 3.385 -0.282
C 0.245 3.162 4.561 -0.227
C -0.538 3.891 5.458 -0.149
H -1.407 5.811 5.907 0.078
H -0.465 6.865 3.863 0.084
H 0.868 5.568 2.307 0.067
H 0.402 2.107 4.806 0.056
H -0.957 3.413 6.341 0.077
```

Summary:
multiplicity	1
LUMO level	0.81	eV
E_HOMO	-0.1007	Ha
electronic energy	-119435.3121	eV
total charge	-1

---

C6H13N | ωB97M-V/def2-TZVPD

The geometry in XYZ format:
```
20
Properties=species:S:1:pos:R:3:lowdin_charge:R:1
C -2.818 0.769 -0.557 -0.122
C -1.448 0.730 0.107 -0.257
C -0.320 0.384 -0.861 -0.232
N 0.933 0.438 -0.131 -0.103
C 2.180 0.031 -0.737 -0.098
C 1.491 -0.825 0.275 -0.352
C 1.671 -1.097 1.747 -0.055
H -3.086 -0.208 -0.977 0.071
H -2.833 1.500 -1.374 0.071
H -3.596 1.051 0.159 0.068
H -1.211 1.701 0.556 0.110
H -1.443 0.004 0.932 0.106
H -0.302 1.098 -1.694 0.122
H -0.482 -0.621 -1.294 0.119
H 3.046 0.662 -0.544 0.101
H 2.139 -0.367 -1.755 0.105
H 1.059 -1.696 -0.226 0.127
H 2.337 -1.946 1.928 0.070
H 2.006 -0.232 2.324 0.077
H 0.677 -1.376 2.123 0.072
```

Summary:
multiplicity	1
LUMO level	1.23	eV
E_HOMO	-0.3357	Ha
electronic energy	-7921.7402	eV
total charge	0